DFT (wB97M-V/def2-TZVPD) results for a cluster of 2 separate species, C11H11NO in total.

Structure (XYZ):
```
24
Properties=species:S:1:pos:R:3
O -0.55345 -3.40826 -0.33224
C -0.23835 -3.45225 -1.66697
C -0.27175 -4.70135 -2.28768
C 0.03883 -4.80718 -3.64119
C 0.38302 -3.67502 -4.38162
C 0.41441 -2.43025 -3.75522
C 0.10472 -2.31533 -2.39986
H -0.48937 -2.47042 -0.02811
H -0.54425 -5.58280 -1.69238
H 0.01078 -5.79293 -4.12401
H 0.62706 -3.76365 -5.44847
H 0.68336 -1.53093 -4.32487
H 0.12993 -1.33402 -1.90792
C 0.11900 5.22947 3.67904
C 1.17568 4.32284 3.68540
C 0.95616 3.03445 3.20007
N -0.22369 2.61012 2.72210
C -1.23223 3.49522 2.72251
C -1.11190 4.80450 3.18619
H 0.25292 6.25310 4.05300
H 2.16685 4.60661 4.06310
H 1.77007 2.29750 3.19231
H -2.19016 3.13134 2.32809
H -1.97767 5.47925 3.15867
```

Values from the calculation:
structure (SMILES) = Oc1ccccc1.c1ccncc1
orbital gap = 9.3 eV
relative energy (zero: lowest compared OMol25 entry of this formula, charge and spin) = 9.1 kcal per mole

Löwdin population analysis, charges in e, atoms 1 to 5: O 0.031; C -0.330; C -0.029; C -0.093; C -0.113

***

DFT (wB97M-V/def2-TZVPD) results for a structure of composition C3H10N3.

Structure (XYZ):
```
16
Properties=species:S:1:pos:R:3
C 1.05618 0.80152 1.45547
N 0.00297 -1.75521 1.68100
C 0.17067 -1.16937 0.46917
N 0.53872 0.07341 0.26531
H 1.30276 1.83043 1.15189
H 1.95326 0.31817 1.88368
H 0.27753 0.85043 2.25127
H -0.08475 -2.77011 1.70261
H 0.57798 -1.38375 2.43338
H -0.03379 -1.78436 -0.40195
C -1.57843 0.71170 -2.29325
N -0.33230 0.94685 -2.06495
H -2.24213 0.35469 -1.46254
H -2.01934 0.87195 -3.29968
H 0.15139 1.35213 -2.85460
H 0.25931 0.75153 -0.91681
```

Values from the calculation:
orbital gap = 10.2 eV
relative energy (zero: lowest compared OMol25 entry of this formula, charge and spin) = 43.5 kcal per mole
total charge = +1

Löwdin population analysis, charges in e, atoms 1 to 5: C -0.085; N 0.140; C -0.222; N -0.072; H 0.087

***

Among the records above, which one has the lowest orbital gap? C11H11NO